Entry 1:
Density functional theory data (the ωB97M-V functional and the def2-TZVPD basis) for one molecule with the formula C5H10OS in a non-equilibrium geometry.

XYZ file:
```
17
Properties=species:S:1:pos:R:3:forces:R:3:mulliken_charge:R:1
O 1.219 -2.424 -0.312 0.882 0.267 0.379 -0.477
C 0.363 -1.853 0.299 -0.636 -1.567 0.020 -0.107
C -0.926 -1.421 -0.296 -0.962 -0.338 0.723 -0.194
C -1.406 -0.278 0.558 -0.563 1.308 1.407 -0.760
C -0.411 0.924 0.623 -0.856 -0.952 -1.231 -0.805
S -0.209 1.675 -1.035 1.484 -0.463 0.003 -0.096
C 1.652 1.805 -0.973 0.002 -0.761 -2.664 -0.841
H 0.250 -1.869 1.449 0.847 0.230 -0.994 0.258
H -1.506 -2.361 -0.153 -0.168 0.557 0.445 0.281
H -1.047 -1.299 -1.353 0.846 0.531 -0.625 0.321
H -2.391 0.122 0.319 -0.096 -0.261 -0.287 0.356
H -1.488 -0.614 1.618 -0.088 0.017 -0.575 0.320
H -0.749 1.716 1.261 -0.265 0.109 0.625 0.445
H 0.517 0.518 0.989 0.647 0.223 0.009 0.418
H 1.830 2.305 -0.057 0.769 1.125 0.371 0.309
H 2.218 0.865 -0.954 -0.813 -0.406 0.371 0.275
H 2.081 2.190 -1.981 -1.031 0.381 2.023 0.295
```
Forces are in eV/Å.

Kohn-Sham gap: 9.6 eV
Highest occupied orbital energy: -8.69 eV
SMILES string: CSCCCC=O
Calculated total energy: -669.88878 Ha
Energy above the lowest of the compared OMol25 structures with the same formula, charge and spin: 125.1 kJ/mol

Entry 2:
Density functional theory data (the ωB97M-V functional and the def2-TZVPD basis) for one molecule with the formula C5H10OS2 in a non-equilibrium geometry.

XYZ file:
```
18
Properties=species:S:1:pos:R:3:forces:R:3:mulliken_charge:R:1
C 2.655 -0.229 -0.002 1.141 0.875 -0.821 -0.489
C 3.518 0.192 1.262 -0.569 2.079 -0.186 0.074
O 4.525 -0.359 1.645 -1.480 0.380 -0.665 -0.457
C 1.127 -0.128 0.095 0.252 1.366 -0.462 -0.723
S 0.290 1.437 -0.668 -0.368 -1.710 0.824 -0.091
S -1.458 1.517 0.529 0.132 -0.623 -0.332 -0.115
C -2.497 -0.025 0.215 2.806 -0.850 -2.459 -0.182
C -3.248 -0.107 -1.074 -3.852 0.603 -1.827 -1.094
H 3.012 0.252 -1.010 -0.265 -0.519 2.065 0.339
H 2.919 -1.263 -0.100 0.074 -0.745 -0.285 0.265
H 3.128 1.202 1.795 0.648 -1.944 -0.771 0.268
H 0.818 -0.031 1.099 -0.317 -0.033 1.323 0.444
H 0.704 -1.041 -0.289 -0.367 -0.019 -0.464 0.364
H -3.091 -0.204 1.080 -0.239 -0.098 0.729 0.371
H -1.776 -0.881 -0.036 -0.511 1.073 1.602 0.088
H -3.654 -1.146 -1.316 0.715 1.152 0.613 0.295
H -2.811 0.248 -1.990 1.552 -0.249 -0.115 0.344
H -4.161 0.565 -1.234 0.648 -0.740 1.230 0.299
```
Forces are in eV/Å.

Kohn-Sham gap: 9.3 eV
Highest occupied orbital energy: -8.86 eV
SMILES string: CCSSCCC=O
Calculated total energy: -1068.06264 Ha
Energy above the lowest of the compared OMol25 structures with the same formula, charge and spin: 140.2 kJ/mol

Entry 3:
Density functional theory data (the ωB97M-V functional and the def2-TZVPD basis) for a 2-piece molecular cluster, C5H10OS2 overall in a non-equilibrium geometry.

XYZ file:
```
18
Properties=species:S:1:pos:R:3:forces:R:3:mulliken_charge:R:1
C 0.130 -0.695 -0.125 0.169 2.331 -0.125 -0.266
C 2.365 0.138 -1.021 0.136 -2.403 0.740 -1.350
C 1.936 -0.044 1.468 -2.877 0.874 0.876 -1.282
C -3.982 0.811 -0.372 0.783 2.296 -2.700 -0.752
C 1.273 0.251 0.090 0.633 1.190 -0.085 0.874
O -1.384 -2.742 0.040 0.216 -0.485 -0.033 -0.527
S 0.001 -2.241 0.097 -1.154 -0.215 -0.091 0.264
S -2.332 1.445 -0.636 1.437 -0.753 0.402 -0.071
H 3.246 0.782 -1.004 -0.326 0.167 0.650 0.347
H 2.721 -0.949 -1.046 -0.251 1.392 0.055 0.297
H 1.875 0.287 -1.932 -0.608 0.291 -1.641 0.417
H 2.531 -0.856 1.172 1.249 -1.230 0.803 0.348
H 1.143 -0.291 2.241 0.851 -0.329 -1.056 0.320
H 2.419 0.776 1.988 0.714 0.224 -0.735 0.353
H -3.867 -0.201 -0.363 -0.102 -3.103 -1.091 0.257
H -4.626 1.284 -1.153 0.328 -0.975 0.530 0.264
H -4.350 0.952 0.557 -1.096 1.332 3.116 0.337
H 0.901 1.295 -0.004 -0.103 -0.604 0.386 0.171
```
Forces are in eV/Å.

Kohn-Sham gap (alpha / beta): 5.3 / 5.2 eV
Highest occupied orbital energy (alpha / beta): -8.39 / -8.32 eV
Calculated total energy: -1067.88420 Ha
Energy above the lowest of the compared OMol25 structures with the same formula, charge and spin: 608.7 kJ/mol

Q: Which value of energy above the lowest of the compared OMol25 structures with the same formula, charge and spin does entry 3 give?
A: 608.7 kJ/mol

Q: What is the energy above the lowest of the compared OMol25 structures with the same formula, charge and spin in the first record?
A: 125.1 kJ/mol

Q: energy above the lowest of the compared OMol25 structures with the same formula, charge and spin of number 1 (C5H10OS)?
A: 125.1 kJ/mol